89
Properties=species:S:1:pos:R:3:forces:R:3:lowdin_spin:R:1 method="wB97M-V/def2-TZVPD" multiplicity=3 largest_force_ev_per_a=3.136 mol_weight_g_mol=657.5 e_homo_ev="-12.28 / -12.08" s_squared=2.023 total_charge=+2 gap_ev="6.985 / 2.622"
N 5.690 -3.037 -2.220 0.760 -0.343 0.583 0.00
C 5.229 -3.589 -1.092 -0.795 0.303 -0.206 0.00
C 3.957 -3.284 -0.573 0.685 0.343 -0.674 0.00
C 3.172 -2.351 -1.282 0.038 0.185 -0.328 0.00
C 3.662 -1.798 -2.479 1.306 -0.618 0.408 0.00
C 4.964 -2.149 -2.874 -1.074 0.081 -0.036 0.00
C 1.838 -1.962 -0.783 0.443 -1.024 -0.750 -0.03
Ti 0.711 -0.270 -0.463 -0.261 0.702 0.456 0.95
P -2.820 1.923 -0.836 -1.581 -2.534 -0.957 0.61
C 0.770 -1.710 -1.747 -0.201 -1.283 0.122 -0.03
C -0.622 -2.120 -1.504 0.143 -0.837 -1.083 0.00
C -1.587 -1.711 -2.463 0.049 0.172 0.814 0.00
C -2.907 -2.151 -2.384 0.312 -0.346 0.258 0.01
C -3.256 -3.156 -1.450 1.813 1.269 -0.369 0.00
C -2.300 -3.572 -0.519 0.195 0.115 0.519 0.00
C -1.001 -3.045 -0.496 -0.602 0.618 -0.269 0.00
Br -4.911 -3.919 -1.508 -1.171 -0.434 0.069 0.00
H 1.649 -2.534 0.137 -0.467 0.026 -0.471 0.00
H 1.038 -1.275 -2.712 -0.123 -0.443 -0.106 0.00
H 3.615 -3.782 0.339 -0.020 0.315 -0.326 0.00
H 3.104 -1.106 -3.097 -0.078 0.047 0.163 0.00
H 5.875 -4.318 -0.587 -0.217 0.310 -0.276 0.00
H 5.410 -1.714 -3.777 -0.165 -0.204 0.324 0.00
H -1.215 -1.040 -3.256 -0.504 -0.458 0.276 0.00
H -0.285 -3.336 0.286 -0.377 -0.123 -0.574 0.00
H -3.659 -1.754 -3.058 0.036 -0.295 -0.172 0.00
H -2.592 -4.313 0.228 0.117 0.124 -0.249 0.00
P 1.500 2.081 -0.591 0.313 0.852 -0.104 0.03
C -4.379 0.966 -1.079 -0.998 0.626 0.505 0.07
C -5.476 1.660 -1.885 -0.387 0.032 -0.178 0.01
H -4.785 0.676 -0.100 0.166 0.229 -0.185 0.00
H -4.088 0.022 -1.568 0.355 0.318 0.121 0.02
H -6.298 0.955 -2.061 0.211 0.167 0.015 0.00
H -5.898 2.519 -1.352 0.135 -0.150 -0.035 0.00
H -5.130 2.014 -2.859 -0.050 -0.115 0.097 0.00
C -2.094 1.581 -2.490 1.050 0.425 -0.057 0.11
C -2.398 2.775 -3.416 0.019 0.270 -0.120 0.02
H -2.513 0.641 -2.877 -0.046 0.353 0.428 0.01
H -1.009 1.421 -2.379 -0.288 0.170 -0.057 0.01
H -1.649 2.832 -4.217 -0.237 -0.003 0.232 0.00
H -3.387 2.684 -3.884 0.357 0.049 0.184 0.00
H -2.375 3.714 -2.842 0.046 -0.138 -0.417 0.01
C -2.308 1.121 0.706 1.109 0.527 0.246 0.11
C -3.191 1.652 1.852 -0.267 0.090 0.258 0.01
H -1.242 1.330 0.889 -0.273 -0.121 0.080 0.00
H -2.436 0.045 0.543 -0.044 0.155 -0.206 0.02
H -2.650 1.651 2.807 -0.089 -0.042 -0.318 0.00
H -3.513 2.687 1.667 0.077 -0.255 0.152 0.01
H -4.091 1.037 1.977 0.270 0.217 -0.040 0.00
C 0.972 2.957 0.947 -0.107 0.003 0.019 0.00
C 1.716 4.243 1.330 -0.053 0.144 0.162 0.00
H 1.062 2.222 1.766 -0.047 0.166 -0.237 0.00
H -0.104 3.163 0.827 0.223 0.053 0.104 0.00
H 2.786 4.080 1.519 -0.386 0.024 -0.106 0.00
H 1.609 5.036 0.577 0.047 -0.260 0.193 0.00
H 1.290 4.614 2.270 0.102 0.045 -0.225 0.00
C 1.148 3.211 -1.987 -0.199 0.461 0.472 0.00
C 1.796 2.772 -3.303 0.068 0.210 -0.215 0.00
H 1.514 4.204 -1.672 -0.178 -0.238 -0.308 0.00
H 0.054 3.290 -2.080 0.291 0.068 0.002 0.00
H 2.828 3.146 -3.368 -0.380 -0.227 -0.063 0.00
H 1.817 1.682 -3.437 -0.017 0.149 0.078 0.00
H 1.236 3.196 -4.146 0.233 -0.082 0.149 0.00
C 3.312 2.087 -0.509 0.395 0.470 -0.144 0.01
C 3.951 0.759 -0.145 0.479 -0.342 -0.283 0.01
H 3.590 2.840 0.230 0.136 0.089 -0.320 0.00
H 3.677 2.433 -1.491 -0.140 -0.102 0.403 0.00
H 4.915 0.670 -0.664 -0.191 -0.062 0.300 0.00
H 4.134 0.677 0.924 -0.026 -0.051 0.079 0.00
H 3.347 -0.094 -0.465 0.188 0.161 0.124 0.01
O 1.078 -0.623 1.391 -0.653 0.136 2.007 0.01
C 0.595 -0.875 2.539 1.829 0.378 -0.421 0.00
C -0.857 -1.095 2.719 -0.255 0.114 -0.091 0.01
C -1.111 -2.459 3.357 -0.339 -0.142 0.248 0.00
C -1.060 -2.384 4.884 -0.106 -0.245 -0.024 0.00
C 0.337 -2.147 5.454 0.110 -0.195 0.291 0.00
C 1.044 -0.889 4.958 -0.349 -0.144 0.336 0.00
N 1.462 -0.962 3.558 -0.483 0.571 -0.733 0.00
H -1.236 -0.253 3.330 -0.065 -0.435 -0.035 0.00
H -1.351 -1.038 1.737 0.458 -0.070 0.331 0.00
H -2.090 -2.823 3.021 0.163 0.097 0.180 0.00
H -0.369 -3.180 2.980 -0.174 0.122 0.092 0.00
H -1.737 -1.584 5.225 0.113 -0.227 -0.074 0.00
H -1.447 -3.328 5.285 0.062 0.223 0.049 0.00
H 0.244 -2.049 6.544 0.085 -0.071 -0.221 0.00
H 0.981 -3.019 5.266 -0.142 0.203 0.026 0.00
H 0.378 -0.023 5.092 0.235 -0.082 0.000 0.00
H 1.939 -0.717 5.550 0.006 0.032 -0.035 0.00
H 2.432 -0.729 3.316 -0.621 -0.267 0.140 0.00

91
Properties=species:S:1:pos:R:3:forces:R:3:lowdin_charge:R:1 method="wB97M-V/def2-TZVPD" multiplicity=1 largest_force_ev_per_a=1.089 mol_weight_g_mol=551.8 e_homo_ev=-9.90 total_charge=+1 gap_ev=7.847
C -0.822 0.997 -1.017 -0.352 -0.458 -0.516 -0.05
N -0.612 0.433 -2.376 0.314 0.765 -0.607 -0.12
C -0.949 1.445 -3.389 -0.114 0.222 0.594 -0.05
C 0.675 -0.042 -2.535 -0.322 -0.289 0.150 -0.49
O 1.529 0.441 -3.246 0.046 0.170 -0.395 0.10
C 0.986 -1.259 -1.713 -0.038 0.183 0.586 -0.03
C 1.936 -0.891 -0.635 0.503 0.032 0.295 -0.17
C 2.257 -1.489 0.539 -0.319 0.282 -0.642 0.02
N 3.191 -0.686 1.159 0.131 0.373 -0.172 0.16
C 3.455 0.391 0.408 -0.568 -0.847 -0.327 -0.21
C 4.346 1.511 0.715 -0.073 0.060 -0.105 -0.10
C 5.183 1.975 -0.474 0.031 0.103 0.133 -0.17
C 4.533 3.099 -1.262 -0.064 -0.284 -0.070 -0.19
C 5.443 3.717 -2.288 -0.057 0.192 -0.370 -0.14
N 5.555 2.970 -3.525 0.252 -0.414 -0.799 -0.10
C 6.267 3.410 -4.619 -0.114 -0.191 -0.037 -0.09
C 6.192 2.477 -5.625 -0.028 0.398 0.671 -0.09
C 5.406 1.427 -5.126 -0.213 -0.415 0.109 -0.10
C 5.030 1.738 -3.849 0.134 0.404 0.105 -0.10
N 2.704 0.264 -0.694 0.431 -0.002 0.744 0.22
H -1.253 0.292 -0.324 0.087 -0.406 0.263 0.09
H -1.544 1.787 -1.130 -0.303 0.242 0.013 0.08
H 0.085 1.442 -0.622 0.205 0.031 0.113 0.07
H -0.629 1.169 -4.377 0.085 -0.312 -0.260 0.09
H -2.017 1.596 -3.351 -0.387 -0.059 -0.128 0.07
H -0.482 2.388 -3.128 0.256 0.372 -0.107 0.09
H 1.418 -2.009 -2.356 0.145 -0.266 -0.313 0.14
H 0.085 -1.648 -1.269 -0.231 -0.335 0.152 0.10
H 1.853 -2.395 0.930 -0.005 -0.242 0.333 0.09
H 3.618 -0.871 2.049 0.069 0.039 0.133 0.18
H 4.955 1.254 1.568 0.251 -0.166 0.244 0.13
H 3.705 2.324 1.034 -0.092 0.380 0.269 0.07
H 6.098 2.378 -0.067 0.414 0.081 0.096 0.12
H 5.466 1.142 -1.105 0.098 -0.238 -0.195 0.11
H 3.617 2.800 -1.767 -0.283 -0.128 -0.047 0.11
H 4.246 3.868 -0.558 -0.106 0.318 0.241 0.11
H 5.056 4.699 -2.533 -0.051 0.302 -0.088 0.13
H 6.432 3.858 -1.871 0.310 0.040 0.167 0.13
H 6.767 4.353 -4.616 0.162 0.375 0.141 0.11
H 6.645 2.539 -6.590 0.150 0.095 -0.279 0.09
H 5.140 0.529 -5.640 -0.118 -0.289 -0.165 0.09
H 4.415 1.186 -3.174 -0.187 -0.157 0.179 0.08
H 2.726 0.928 -1.455 -0.145 -0.099 -0.261 0.14
C 0.396 -7.498 -0.589 0.038 0.024 0.012 -0.10
C 1.577 -6.995 0.232 -0.098 -0.035 -0.099 -0.25
C 1.161 -6.011 1.335 0.125 -0.171 -0.001 -0.18
C 0.520 -4.823 0.785 0.224 -0.661 0.234 -0.22
N 0.012 -3.916 0.312 -0.291 0.824 -0.333 0.17
H -0.100 -6.682 -1.116 -0.014 0.019 0.017 0.07
H 0.729 -8.217 -1.334 0.000 -0.021 -0.007 0.08
H -0.342 -7.991 0.045 -0.012 -0.009 0.010 0.08
H 2.305 -6.514 -0.424 0.030 0.018 0.021 0.11
H 2.084 -7.836 0.705 0.024 0.025 0.059 0.11
H 2.028 -5.688 1.914 -0.004 -0.023 0.048 0.12
H 0.459 -6.482 2.024 -0.008 -0.005 0.031 0.13
C -4.514 -1.305 0.839 -0.013 -0.034 -0.089 -0.11
C -5.154 -2.001 -0.358 0.068 0.087 0.080 -0.25
C -4.456 -1.663 -1.686 -0.084 -0.146 0.233 -0.18
C -4.504 -0.234 -1.973 0.047 -0.475 -0.010 -0.24
N -4.552 0.885 -2.203 0.083 0.667 -0.061 0.15
H -4.583 -0.220 0.753 0.014 0.018 -0.019 0.07
H -5.007 -1.590 1.767 0.014 -0.006 0.014 0.05
H -3.458 -1.573 0.929 0.006 -0.001 0.021 0.07
H -6.207 -1.725 -0.426 -0.027 -0.007 -0.044 0.11
H -5.117 -3.082 -0.218 0.008 -0.028 -0.070 0.11
H -4.919 -2.188 -2.521 0.001 -0.032 -0.010 0.12
H -3.407 -1.962 -1.646 0.027 -0.020 -0.025 0.11
C -7.427 -1.697 4.168 0.014 0.012 0.037 -0.11
C -7.298 -0.786 5.383 -0.008 -0.076 -0.090 -0.25
C -6.575 0.530 5.069 -0.184 -0.067 0.085 -0.19
C -5.215 0.302 4.596 -0.684 0.138 0.263 -0.25
N -4.151 0.099 4.238 0.929 -0.154 -0.365 0.15
H -6.446 -1.997 3.795 0.015 0.021 -0.006 0.06
H -7.974 -2.603 4.423 -0.019 -0.013 -0.004 0.07
H -7.962 -1.199 3.357 -0.003 0.009 -0.014 0.08
H -6.766 -1.308 6.180 0.013 0.022 0.032 0.11
H -8.289 -0.544 5.768 0.001 0.054 0.026 0.11
H -6.519 1.161 5.957 -0.023 0.039 -0.002 0.12
H -7.111 1.086 4.299 -0.023 0.027 -0.001 0.12
C -0.875 2.810 1.589 0.038 0.115 0.069 -0.12
C -0.750 3.862 2.684 -0.028 -0.098 -0.051 -0.24
C 0.224 4.987 2.312 -0.242 0.047 0.079 -0.17
C 1.565 4.474 2.084 -0.744 0.358 0.162 -0.21
N 2.609 4.044 1.925 0.968 -0.443 -0.228 0.17
H 0.082 2.312 1.410 -0.039 0.061 0.049 0.06
H -1.600 2.053 1.875 -0.065 -0.093 0.010 0.08
H -1.208 3.260 0.650 0.028 0.015 0.062 0.08
H -0.424 3.393 3.613 0.008 0.024 0.027 0.12
H -1.726 4.306 2.879 0.012 0.059 0.012 0.11
H 0.281 5.735 3.104 -0.013 0.030 -0.012 0.13
H -0.103 5.491 1.401 -0.014 0.039 -0.006 0.13

104
Properties=species:S:1:pos:R:3:forces:R:3:lowdin_charge:R:1 method="wB97M-V/def2-TZVPD" multiplicity=1 largest_force_ev_per_a=2.989 mol_weight_g_mol=957.1 e_homo_ev=-9.01 gap_ev=8.098
O 1.380 3.961 0.874 -0.360 0.225 -0.595 -0.01
C 0.805 3.585 -0.097 0.268 -0.940 0.772 -0.80
I 0.354 5.031 -1.660 -0.047 -0.565 0.158 0.78
C 0.397 2.054 -0.264 0.148 1.137 0.384 -0.12
C 0.549 1.401 1.140 -0.275 -1.408 1.771 -0.13
C -0.644 1.108 1.950 1.520 -0.132 0.230 -0.43
Cl -2.253 1.481 1.266 1.193 -0.309 0.862 0.73
C -0.533 0.500 3.257 1.475 0.337 -0.538 -0.07
C 0.794 0.170 3.803 -0.235 1.001 -1.574 -0.07
C 2.018 0.444 3.058 -2.749 1.162 0.163 -0.41
S 3.597 0.020 3.840 0.176 -0.144 -0.366 0.82
C 1.860 1.046 1.722 -0.225 0.289 0.322 -0.12
C 3.149 1.296 0.887 -0.615 -0.149 -0.265 -0.14
C 3.306 0.137 -0.185 0.005 0.116 0.296 -0.14
C 3.055 -1.308 0.350 0.042 -0.561 -1.410 -0.24
O 4.059 -1.770 1.283 -0.958 0.512 0.298 -0.14
C 0.582 -0.487 5.204 -0.443 1.259 -2.622 -0.50
O 1.339 -0.679 6.095 -0.393 -0.197 -0.060 0.13
N -0.845 -0.814 5.163 -0.335 -0.343 1.963 -0.38
Br -0.877 -2.640 4.747 -0.517 0.034 -0.007 0.85
C -1.615 0.063 4.287 2.520 -0.117 -1.588 -0.44
O -2.758 0.365 4.404 0.178 -0.370 -0.007 0.13
H 1.083 1.638 -1.040 -0.690 0.190 0.594 0.12
H -0.654 2.055 -0.646 0.963 -0.310 0.223 0.08
H 4.021 1.069 4.615 -0.990 -0.112 -0.524 -0.10
H 4.024 1.395 1.578 -0.771 -0.379 -0.678 0.09
H 3.079 2.259 0.316 -0.037 -0.842 0.652 0.11
H 4.317 0.253 -0.662 -0.918 -0.369 0.483 0.10
H 2.566 0.305 -1.018 0.716 -0.252 0.776 0.11
H 2.015 -1.471 0.752 1.021 0.418 -0.219 0.13
H 3.125 -2.004 -0.539 -0.186 0.764 0.724 0.13
H 3.559 -2.128 2.039 0.433 0.384 -0.339 0.04
C 5.413 2.414 -2.859 0.104 0.013 0.002 -0.35
O 4.447 1.689 -2.997 0.153 -0.085 0.068 0.01
N 6.693 1.991 -2.717 -0.203 0.297 -0.002 -0.20
C 7.798 2.915 -2.557 -0.039 -0.310 -0.013 -0.06
C 6.964 0.564 -2.727 -0.312 0.024 -0.050 -0.04
H 5.318 3.513 -2.838 0.068 0.018 0.008 0.13
H 8.509 2.771 -3.374 0.092 0.135 0.083 0.09
H 8.296 2.718 -1.605 0.108 0.138 -0.052 0.09
H 7.445 3.946 -2.569 -0.054 -0.084 -0.009 0.08
H 6.625 0.139 -3.674 0.040 -0.120 0.089 0.09
H 6.414 0.086 -1.915 0.079 -0.127 -0.080 0.08
H 8.031 0.380 -2.604 -0.053 0.111 0.005 0.09
C 3.137 -4.577 1.661 0.356 -0.335 -0.014 -0.34
O 1.951 -4.298 1.602 -0.015 -0.042 0.146 0.01
N 3.638 -5.780 2.029 -0.098 0.296 -0.094 -0.20
C 5.063 -6.038 2.076 -0.237 -0.136 0.048 -0.05
C 2.718 -6.844 2.388 -0.165 0.223 -0.073 -0.04
H 3.917 -3.841 1.409 0.029 -0.311 -0.066 0.11
H 5.303 -6.856 1.394 0.166 0.027 0.059 0.09
H 5.344 -6.319 3.094 0.163 -0.015 -0.071 0.09
H 5.626 -5.152 1.783 -0.108 -0.005 0.005 0.09
H 2.062 -7.055 1.541 -0.053 -0.086 0.119 0.09
H 2.103 -6.521 3.231 -0.054 -0.139 -0.042 0.09
H 3.266 -7.745 2.659 0.046 0.103 -0.031 0.09
C -3.433 1.993 -3.412 -0.134 0.084 0.210 -0.35
O -2.280 2.296 -3.153 -0.112 -0.054 0.032 -0.02
N -4.482 2.198 -2.589 0.081 -0.154 -0.509 -0.19
C -5.837 1.820 -2.941 0.108 0.134 0.221 -0.05
C -4.227 2.819 -1.306 0.173 0.003 -0.006 -0.04
H -3.712 1.512 -4.365 -0.070 -0.005 0.002 0.13
H -6.471 2.709 -2.935 -0.117 -0.118 -0.025 0.09
H -6.212 1.103 -2.207 -0.140 0.012 -0.100 0.09
H -5.869 1.366 -3.931 0.089 0.025 0.050 0.08
H -3.778 3.802 -1.463 0.014 -0.027 0.168 0.10
H -3.519 2.191 -0.764 -0.053 0.208 0.053 0.01
H -5.149 2.926 -0.736 -0.013 -0.015 -0.125 0.08
C -0.635 -0.425 -4.148 -0.150 0.047 -0.134 -0.34
O 0.154 -0.479 -3.223 0.037 -0.201 -0.046 0.01
N -0.713 -1.325 -5.160 -0.046 0.249 0.193 -0.20
C -1.680 -1.197 -6.231 0.229 -0.218 0.094 -0.06
C 0.201 -2.451 -5.169 0.072 0.157 0.238 -0.04
H -1.372 0.389 -4.235 0.056 0.018 -0.002 0.10
H -2.324 -2.080 -6.241 -0.084 0.084 -0.139 0.09
H -1.153 -1.121 -7.185 -0.172 0.021 -0.074 0.09
H -2.296 -0.309 -6.092 0.085 -0.023 0.060 0.08
H 0.064 -3.035 -4.256 0.116 -0.067 -0.073 0.09
H 1.229 -2.082 -5.194 0.010 -0.147 0.020 0.09
H 0.019 -3.083 -6.037 -0.064 0.095 0.030 0.08
C -4.538 -3.380 -0.371 0.145 0.092 0.085 -0.36
O -4.576 -3.770 -1.522 0.112 0.089 0.019 0.00
N -3.517 -2.687 0.185 -0.374 -0.165 0.029 -0.19
C -3.540 -2.253 1.569 0.221 0.014 -0.256 -0.06
C -2.358 -2.366 -0.631 -0.183 -0.139 -0.182 -0.03
H -5.365 -3.570 0.335 0.024 0.029 0.062 0.13
H -3.463 -1.164 1.600 0.000 -0.016 0.224 0.05
H -2.691 -2.695 2.095 -0.072 0.109 0.147 0.06
H -4.464 -2.560 2.059 0.026 -0.021 -0.094 0.09
H -2.675 -1.769 -1.489 0.165 -0.011 -0.016 0.09
H -1.909 -3.291 -0.999 0.088 0.122 -0.055 0.10
H -1.625 -1.809 -0.049 -0.094 -0.033 0.029 0.08
C -5.910 3.679 2.100 0.100 0.071 0.256 -0.36
O -6.667 4.187 1.293 0.043 0.067 0.066 0.00
N -5.587 4.205 3.306 0.041 -0.338 -0.319 -0.20
C -4.675 3.544 4.222 -0.176 0.207 -0.079 -0.05
C -6.173 5.475 3.694 -0.129 -0.046 -0.293 -0.04
H -5.413 2.715 1.899 0.067 -0.013 0.114 0.12
H -5.198 3.338 5.159 0.169 -0.072 0.050 0.09
H -3.824 4.201 4.415 0.054 -0.137 0.107 0.09
H -4.314 2.605 3.801 -0.039 0.056 -0.012 0.06
H -7.261 5.382 3.704 0.031 0.152 0.025 0.09
H -5.896 6.238 2.964 -0.102 0.068 0.098 0.09
H -5.822 5.769 4.682 0.037 -0.109 -0.059 0.09